Entry 1:
Density functional theory data (ωB97M-V/def2-TZVPD) for a molecular structure, C30H75F6MnN5O10P in a non-equilibrium geometry.

## Properties
E: -117159.925 eV
2S+1: 6
total charge: +1
molar mass: 865.855 g mol⁻¹
HOMO-LUMO gap (spin up / spin down): 6.46 / 6.44 eV
max |F|: 3.591 eV Å⁻¹

Geometry (Å):
Mn 11.09 13.18 22.36
P 10.71 14.72 19.56
F 10.06 14.54 18.11
F 11.94 13.71 19.15
F 11.56 16.02 19.08
F 11.34 14.88 21.04
F 9.40 15.59 19.99
F 9.98 13.34 20.14
C 16.81 8.85 15.32
O 15.88 9.56 16.10
C 15.25 8.71 17.08
C 14.53 9.60 18.09
N 13.60 10.55 17.51
C 12.34 9.93 17.03
C 11.49 10.97 16.35
O 12.11 11.75 15.35
C 12.05 13.16 15.68
H 17.24 9.36 14.46
H 16.34 7.98 14.87
H 17.59 8.44 15.97
H 16.10 8.25 17.59
H 14.54 8.04 16.60
H 15.32 10.17 18.59
H 14.14 9.01 18.92
H 14.04 10.89 16.67
H 11.77 9.48 17.83
H 12.50 9.08 16.37
H 11.05 11.59 17.13
H 10.67 10.54 15.77
H 12.25 13.77 14.80
H 12.85 13.41 16.38
H 11.06 13.50 15.99
C 6.17 20.95 13.36
O 7.54 20.68 13.79
C 7.69 19.54 14.61
C 9.08 19.56 15.35
N 9.37 18.27 15.92
C 10.75 18.09 16.40
C 11.13 18.76 17.73
O 10.85 20.15 17.94
C 11.75 20.99 17.19
H 5.43 20.89 14.16
H 5.91 20.24 12.57
H 6.05 21.97 13.02
H 7.70 18.65 13.98
H 6.86 19.43 15.32
H 8.95 20.25 16.19
H 9.91 19.86 14.71
H 8.61 18.09 16.55
H 11.41 18.21 15.54
H 10.79 17.05 16.71
H 12.17 18.56 17.97
H 10.53 18.18 18.43
H 12.77 20.92 17.55
H 11.34 22.00 17.18
H 11.86 20.72 16.14
C 9.46 10.19 20.90
O 10.62 10.89 21.29
C 11.72 10.58 20.41
C 13.02 11.19 21.06
N 12.89 12.61 21.29
C 14.12 12.97 22.02
C 14.28 14.48 22.08
O 13.31 14.92 22.97
C 13.30 16.36 23.11
H 8.64 10.21 21.61
H 9.56 9.10 20.85
H 9.01 10.51 19.96
H 11.61 11.03 19.42
H 11.82 9.53 20.15
H 13.84 11.09 20.36
H 13.27 10.63 21.96
H 12.98 13.10 20.42
H 15.10 12.59 21.71
H 14.09 12.54 23.02
H 14.07 14.90 21.10
H 15.32 14.71 22.32
H 12.73 16.80 23.93
H 13.02 16.86 22.19
H 14.29 16.75 23.37
C 9.94 15.95 23.49
O 10.60 14.68 23.57
C 10.84 14.33 25.01
C 11.86 13.24 25.11
N 11.55 12.11 24.14
C 10.41 11.29 24.43
C 9.01 11.85 23.98
O 9.09 12.57 22.74
C 7.81 13.04 22.33
H 9.94 16.26 22.44
H 10.47 16.76 23.99
H 8.94 15.88 23.91
H 9.87 14.08 25.45
H 11.14 15.21 25.59
H 11.98 12.88 26.13
H 12.78 13.76 24.88
H 12.27 11.41 24.26
H 10.38 10.96 25.47
H 10.51 10.35 23.88
H 8.62 12.56 24.70
H 8.36 10.98 23.91
H 7.01 12.29 22.29
H 7.90 13.68 21.46
H 7.51 13.74 23.11
C 5.95 13.84 14.90
O 6.14 14.76 16.00
C 7.31 15.56 15.92
C 7.48 16.27 17.29
N 6.88 17.57 17.35
C 7.15 18.26 18.66
C 6.58 19.75 18.60
O 7.63 20.59 18.15
C 7.09 21.92 17.83
H 4.90 13.60 14.75
H 6.52 12.99 15.28
H 6.29 14.16 13.91
H 7.18 16.32 15.15
H 8.11 14.86 15.69
H 8.54 16.42 17.43
H 7.19 15.57 18.08
H 5.90 17.47 17.11
H 8.23 18.28 18.83
H 6.73 17.75 19.53
H 6.20 20.03 19.58
H 5.71 19.82 17.94
H 7.92 22.40 17.31
H 6.86 22.62 18.63
H 6.25 21.84 17.14

=====

Entry 2:
Density functional theory data (ωB97M-V/def2-TZVPD) for a molecular structure, C5H10CuO3 in a non-equilibrium geometry.

## Properties
E: -56122.134 eV
2S+1: 1
total charge: -1
molar mass: 181.678 g mol⁻¹
HOMO-LUMO gap: 4.89 eV
max |F|: 2.665 eV Å⁻¹
energy relative to the best compared isomer or geometry (same formula, charge and spin): 4.9385 eV

Geometry (Å):
C 2.74 1.54 -1.68
O 1.55 1.23 -1.02
C 1.60 1.38 0.41
C 0.23 1.24 1.02
H 2.70 1.09 -2.68
H 2.83 2.63 -1.78
H 3.63 1.16 -1.14
H 2.00 2.39 0.60
H 2.36 0.69 0.82
H -0.83 1.24 1.33
H 0.24 2.13 1.68
O -2.51 -0.47 -0.92
C -2.41 -1.31 0.04
C -1.10 -1.73 0.48
O -0.25 -1.80 -0.58
Cu -0.40 0.14 -1.51
H -3.30 -1.74 0.53
H -1.19 -2.65 1.11
H -0.38 -0.40 1.19

=====

Entry 3:
Density functional theory data (ωB97M-V/def2-TZVPD) for a molecular structure, C3H8OS2 in a non-equilibrium geometry.

## Properties
E: -26953.214 eV
2S+1: 1
molar mass: 124.230 g mol⁻¹
HOMO-LUMO gap: 8.47 eV
max |F|: 6.098 eV Å⁻¹
energy relative to the best compared isomer or geometry (same formula, charge and spin): 5.3943 eV

Geometry (Å):
C 0.90 -0.88 0.52
C -0.49 -0.57 0.52
C -0.84 0.91 0.31
H 2.82 1.13 -0.27
H 1.27 -0.59 1.54
H 1.26 -2.05 0.48
H -0.73 -0.97 1.43
H -2.26 -0.17 -1.39
H -1.90 1.25 0.81
H 0.22 1.50 0.68
H -0.12 1.02 -1.76
O -0.93 1.23 -1.10
S 1.93 -0.33 -0.91
S -1.14 -1.49 -0.88